{"formula": "C35H31GaO7PS", "method": "the ωB97M-V functional and the def2-TZVPD basis", "symbols": ["Ga", "O", "S", "O", "O", "C", "C", "C", "C", "C", "C", "P", "C", "C", "C", "C", "C", "C", "C", "C", "C", "C", "C", "C", "H", "H", "H", "H", "H", "H", "H", "H", "H", "H", "H", "H", "H", "H", "C", "C", "C", "C", "C", "C", "C", "O", "C", "C", "C", "H", "H", "H", "H", "H", "H", "H", "H", "H", "H", "H", "H", "O", "C", "C", "C", "C", "C", "C", "C", "O", "O", "H", "H", "H", "H", "H"], "positions_angstrom": [[-0.36009, -1.03487, -0.78107], [0.33789, -3.17574, -3.87216], [0.00212, -1.96813, -3.20374], [1.03692, -1.33961, -2.32500], [-1.19941, -2.05001, -2.26499], [-0.35382, -0.67864, -4.34443], [-0.28914, -0.94611, -5.70526], [-0.42535, 0.11060, -6.59687], [-0.60589, 1.40326, -6.12618], [-0.67866, 1.65580, -4.76067], [-0.55679, 0.62545, -3.84589], [-0.79729, 1.00597, -2.06871], [-2.46024, 1.70643, -2.02768], [-2.66513, 3.07819, -2.18074], [-3.95633, 3.58503, -2.23952], [-5.04442, 2.72463, -2.15135], [-4.84617, 1.35569, -2.00336], [-3.55571, 0.84125, -1.93699], [0.35699, 2.29446, -1.62200], [1.58534, 2.38330, -2.26872], [2.54837, 3.26223, -1.79161], [2.28609, 4.04042, -0.67099], [1.05823, 3.94621, -0.02127], [0.09477, 3.06744, -0.48985], [-0.11487, -1.96580, -6.04768], [-0.38088, -0.07777, -7.66433], [-0.69349, 2.22873, -6.82741], [-0.84033, 2.67151, -4.41103], [-1.81571, 3.75486, -2.24397], [-4.11304, 4.65304, -2.35805], [-6.05338, 3.12358, -2.20167], [-5.69904, 0.68477, -1.94182], [-3.40723, -0.22407, -1.83436], [1.79322, 1.76928, -3.13913], [3.50559, 3.33637, -2.29578], [3.04301, 4.72423, -0.29922], [0.85383, 4.55834, 0.85136], [-0.86379, 2.99136, 0.01769], [1.70711, -1.77012, 5.42317], [0.57369, -1.53380, 4.45413], [-0.18037, -0.36602, 4.49656], [-1.19613, -0.11818, 3.58643], [-1.94691, 1.20169, 3.67124], [-1.42348, -1.07776, 2.57874], [-2.24816, -0.66383, 1.46535], [-2.01151, -0.93600, 0.28127], [-0.73772, -2.31871, 2.57620], [-1.16732, -3.49134, 1.71413], [0.25075, -2.51225, 3.51141], [1.91796, -0.88450, 6.02594], [2.61567, -2.05114, 4.88032], [1.46765, -2.59776, 6.10451], [0.03550, 0.37925, 5.25986], [-1.75100, 1.67591, 4.63174], [-3.02981, 1.07410, 3.58650], [-1.63169, 1.90373, 2.88938], [-3.12163, -0.03482, 1.64081], [-1.94857, -4.03940, 2.24671], [-0.33864, -4.17922, 1.54649], [-1.56882, -3.20965, 0.75173], [0.78891, -3.45984, 3.52092], [2.90592, -3.97913, 0.78820], [3.28419, -2.91869, 1.52843], [4.43308, -3.07763, 2.30250], [4.86642, -2.04965, 3.11208], [4.18322, -0.82586, 3.16793], [3.06420, -0.65918, 2.38758], [2.59749, -1.69727, 1.56445], [1.39719, -1.45985, 0.75468], [0.89901, -0.29142, 0.58030], [0.74151, -2.41209, 0.15676], [2.07073, -3.77414, 0.35085], [4.96194, -4.02803, 2.25188], [5.75594, -2.19701, 3.71936], [4.53822, -0.02456, 3.80559], [2.51928, 0.28252, 2.38031]], "e_above_lowest_kcal_mol": 0.0, "energy_ha": -4543.27659, "total_charge": 1, "homo_energy_ev": -11.19}



{"formula": "C35H31IN5O5Zn", "method": "the ωB97M-V functional and the def2-TZVPD basis", "symbols": ["Zn", "C", "O", "C", "N", "C", "C", "C", "C", "C", "C", "C", "C", "C", "C", "C", "C", "N", "C", "N", "C", "C", "O", "C", "C", "C", "C", "C", "C", "H", "H", "H", "H", "H", "H", "H", "H", "H", "H", "H", "H", "H", "H", "H", "H", "H", "H", "H", "C", "O", "C", "C", "C", "C", "C", "C", "O", "C", "O", "C", "H", "H", "H", "H", "H", "H", "H", "H", "H", "I", "C", "C", "N", "N", "C", "H", "H", "H"], "positions_angstrom": [[0.21963, 0.81125, -0.22600], [4.26301, 1.52844, -2.38584], [3.80771, 2.66245, -1.58161], [2.82464, 2.17360, -0.82659], [2.46116, 0.96977, -0.96809], [3.23731, 0.41455, -2.09160], [3.77056, -0.94802, -1.72304], [3.12270, -2.07434, -2.21816], [3.52178, -3.34685, -1.83448], [4.57676, -3.50131, -0.94625], [5.22735, -2.38115, -0.44459], [4.82473, -1.11045, -0.83092], [2.17567, 3.04918, 0.17778], [2.52715, 4.34825, 0.49492], [1.82145, 4.97381, 1.51391], [0.83208, 4.28956, 2.20625], [0.55597, 2.99131, 1.81668], [1.19187, 2.41390, 0.80369], [-0.40938, 2.06460, 2.45096], [-0.48454, 0.85665, 2.08870], [-1.63342, 0.27282, 2.80082], [-1.95851, 1.34361, 3.85959], [-1.21680, 2.52128, 3.41142], [-1.30763, -1.11718, 3.28595], [-1.85291, -2.20773, 2.61740], [-1.51162, -3.50320, 2.98095], [-0.61450, -3.71701, 4.01797], [-0.06159, -2.63222, 4.68757], [-0.40760, -1.33871, 4.32293], [5.27740, 1.29030, -2.07343], [4.26475, 1.84311, -3.42486], [2.54659, 0.30406, -2.92964], [2.29742, -1.95255, -2.91135], [3.01167, -4.21482, -2.23328], [4.89906, -4.49171, -0.65223], [6.05394, -2.49701, 0.24419], [5.33558, -0.24683, -0.42003], [3.32795, 4.84446, -0.03405], [2.05893, 5.99392, 1.78410], [0.29488, 4.73987, 3.02846], [-2.44568, 0.20478, 2.07232], [-1.61211, 1.09397, 4.86096], [-3.01025, 1.61034, 3.89152], [-2.54975, -2.03920, 1.80334], [-1.94882, -4.34327, 2.45591], [-0.35270, -4.72536, 4.31136], [0.63432, -2.79414, 5.50046], [0.03996, -0.50252, 4.84858], [-6.63044, 1.09287, -0.15544], [-6.23124, 0.85251, -1.49727], [-4.91757, 0.89226, -1.78052], [-4.59929, 0.67239, -3.14187], [-3.29706, 0.71567, -3.52152], [-2.23144, 0.95133, -2.60674], [-0.87771, 1.01744, -3.06976], [-0.53035, 0.98036, -4.53744], [0.11607, 1.10826, -2.31020], [-2.56283, 1.14697, -1.22405], [-1.69541, 1.35759, -0.29236], [-3.93087, 1.12572, -0.85144], [-7.71397, 1.03641, -0.14826], [-6.31219, 2.08419, 0.17282], [-6.21938, 0.33301, 0.51264], [-5.39894, 0.48889, -3.84457], [-3.07305, 0.55105, -4.56502], [-1.35190, 1.18273, -5.21389], [-0.11962, -0.00507, -4.76939], [0.25908, 1.71086, -4.70896], [-4.15293, 1.30426, 0.19020], [-0.54514, -5.26515, -1.15607], [0.08461, -3.45514, -0.42211], [1.00010, -3.24066, 0.58441], [1.09993, -1.91384, 0.73743], [0.31237, -1.25139, -0.11963], [-0.30978, -2.17678, -0.83713], [1.56024, -3.92856, 1.19430], [1.65818, -1.40191, 1.40112], [-1.01563, -1.89054, -1.60193]], "energy_ha": -4079.24240, "total_charge": 1, "homo_energy_ev": -10.13}



{"formula": "C35H31N2O2S3SbTi", "method": "the ωB97M-V functional and the def2-TZVPD basis", "symbols": ["Ti", "O", "C", "O", "C", "C", "C", "C", "C", "C", "N", "C", "C", "C", "C", "C", "C", "N", "H", "H", "H", "H", "H", "H", "H", "H", "H", "H", "S", "C", "S", "S", "C", "C", "C", "C", "C", "C", "C", "Sb", "C", "C", "C", "C", "C", "C", "C", "C", "C", "C", "C", "C", "C", "C", "H", "H", "H", "H", "H", "H", "H", "H", "H", "H", "H", "H", "H", "H", "H", "H", "H", "H", "H", "H", "H"], "positions_angstrom": [[-1.91363, 0.60660, -0.76671], [0.11160, 4.35324, 5.79294], [0.50318, 3.97626, 4.56743], [1.61278, 4.18322, 4.17463], [-0.47088, 3.18061, 3.73187], [-0.26612, 3.21499, 2.35208], [-1.07648, 2.46701, 1.51978], [-2.06228, 1.65749, 2.07253], [-2.27565, 1.60393, 3.44377], [-1.47868, 2.38694, 4.27062], [-2.73142, 0.77484, 1.16121], [-3.74103, 0.01137, 1.37029], [-4.09146, -0.95973, 0.30107], [-5.18542, -1.80280, 0.38987], [-5.39016, -2.72446, -0.64462], [-4.50101, -2.76733, -1.70205], [-3.42704, -1.87736, -1.73230], [-3.22399, -0.99691, -0.75647], [-0.83801, 4.24469, 5.91046], [0.53081, 3.83016, 1.95831], [-0.94129, 2.57642, 0.43888], [-3.00474, 0.94017, 3.88136], [-1.62232, 2.31674, 5.33934], [-4.32930, 0.02878, 2.28614], [-5.85709, -1.75142, 1.23245], [-6.23591, -3.39398, -0.60644], [-4.62381, -3.46616, -2.51463], [-2.71522, -1.86060, -2.55530], [-3.37700, 3.44656, -3.96062], [-2.84380, 2.48451, -2.81198], [-1.67059, 1.12694, -2.99445], [-3.25768, 2.49199, -1.09393], [3.65158, -0.41555, -2.73160], [3.30000, 0.96671, -2.26900], [4.14094, 2.01944, -2.61909], [3.88504, 3.31963, -2.22604], [2.76712, 3.61339, -1.46349], [1.90996, 2.58741, -1.10731], [2.17060, 1.27143, -1.49451], [0.78927, -0.13514, -0.82799], [0.65694, -1.75716, -2.15493], [0.52685, -1.36780, -3.48935], [0.32722, -2.30460, -4.48930], [0.25847, -3.64668, -4.14666], [0.40734, -4.03078, -2.82444], [0.61146, -3.10582, -1.80258], [0.79939, -3.60256, -0.39947], [1.17039, -0.73974, 1.14779], [0.05454, -1.23559, 1.81999], [0.09904, -1.54571, 3.16592], [1.28218, -1.32497, 3.85927], [2.39010, -0.83492, 3.19673], [2.36845, -0.54617, 1.83261], [3.62139, -0.05796, 1.17866], [4.72354, -0.48950, -2.90471], [3.14868, -0.66702, -3.66550], [3.38467, -1.18889, -2.00941], [5.01901, 1.81031, -3.21221], [4.56077, 4.10813, -2.52026], [2.56174, 4.62724, -1.15844], [1.02585, 2.82737, -0.52450], [0.60701, -0.32028, -3.77035], [0.24065, -1.98985, -5.51824], [0.11220, -4.39600, -4.90936], [0.38878, -5.08226, -2.57568], [0.98988, -4.67248, -0.40804], [-0.08744, -3.43403, 0.22254], [1.63675, -3.11523, 0.10811], [-0.86985, -1.44429, 1.27323], [-0.76160, -1.96345, 3.66773], [1.34833, -1.55276, 4.91323], [3.30958, -0.68899, 3.74420], [4.48749, -0.38063, 1.74981], [3.64549, 1.03001, 1.11897], [3.73386, -0.44693, 0.16813]], "e_above_lowest_kcal_mol": 21.4, "energy_ha": -3896.08941, "total_charge": 2, "homo_energy_ev": -13.84}



Number 1: frontier orbital gap 7.656 eV. Number 2: frontier orbital gap 7.036 eV. Number 3: frontier orbital gap 5.787 eV.